# C30H30Br2N6O7Zr

A structure of composition C30H30Br2N6O7Zr (ωB97M-V/def2-TZVPD, the Open Molecules 2025 dataset).

The total energy comes out at -7211.7455 Eh.

Geometry (Å):
Zr (-0.79323, -0.75463, -0.21703)
N (-0.07678, 1.11434, 1.09396)
C (-1.20368, 1.48918, 1.99590)
C (-0.93700, 2.53910, 3.09526)
C (-0.27705, 3.81621, 2.64933)
C (-1.10124, 4.87120, 1.89775)
N (-1.62941, 4.49431, 0.58918)
C (-0.99932, 4.72153, -0.55808)
N (-1.63502, 4.56094, -1.73057)
N (0.28571, 5.14144, -0.63617)
C (-1.65499, 0.20245, 2.60561)
O (-2.01037, 0.14658, 3.77809)
O (-1.62671, -0.84659, 1.73680)
H (0.78306, 0.96693, 1.65630)
H (0.18459, 1.89812, 0.49958)
H (-2.01515, 1.79530, 1.35298)
H (-0.32596, 2.05791, 3.90732)
H (-1.91004, 2.70283, 3.60331)
H (0.67085, 3.65299, 2.11244)
H (0.06843, 4.31548, 3.57666)
H (-0.39202, 5.70028, 1.75717)
H (-1.91965, 5.26381, 2.52451)
H (-2.64269, 4.26466, 0.49670)
H (-2.47840, 3.99540, -1.79426)
H (-1.03459, 4.74218, -2.55675)
H (0.91174, 5.10267, 0.14945)
H (0.72274, 5.13602, -1.57902)
C (0.18644, -2.95627, 2.88339)
C (-0.30287, -3.70935, 1.67625)
C (-0.40221, -5.10229, 1.82650)
C (-0.91032, -5.93849, 0.85842)
C (-1.37557, -5.34457, -0.32691)
C (-2.01846, -6.03189, -1.38447)
Br (-2.17509, -7.89244, -1.44682)
C (-2.58266, -5.35245, -2.46193)
C (-2.49308, -3.95212, -2.56124)
Br (-3.34400, -3.17538, -4.00218)
C (-1.87047, -3.27874, -1.52528)
O (-1.70514, -1.92909, -1.58033)
C (-1.33572, -3.90760, -0.40905)
N (-0.69422, -3.11175, 0.52585)
H (0.53987, -3.67722, 3.60308)
H (-0.65718, -2.45495, 3.35337)
H (0.95064, -2.23642, 2.59810)
H (-0.11363, -5.48937, 2.82079)
H (-0.93452, -7.02277, 0.99688)
H (-3.08532, -5.97296, -3.20638)
O (1.02385, 4.70073, -3.55518)
C (1.15302, 3.88519, -4.47322)
O (1.61462, 4.02065, -5.62507)
C (0.58134, 2.44634, -4.09636)
C (1.40168, 1.33409, -3.95471)
C (0.99135, 0.24946, -3.20530)
N (-0.08382, 0.32147, -2.35577)
C (-0.93635, 1.29079, -2.67831)
C (-0.71933, 2.26596, -3.67600)
C (-2.20797, 1.39772, -1.92573)
O (-3.11360, 2.15578, -2.28030)
O (-2.15357, 0.70162, -0.80698)
H (2.36387, 1.33277, -4.47558)
H (1.64842, -0.62393, -3.09583)
H (-1.56367, 2.87096, -4.00307)
C (1.58401, -0.94207, -0.25034)
C (2.72737, -1.36515, 0.57785)
C (3.10595, -2.70214, 0.62935)
C (4.04524, -3.15295, 1.54538)
C (4.66692, -2.24276, 2.35334)
C (4.30421, -0.89705, 2.33053)
C (3.35598, -0.42420, 1.44915)
H (1.57433, -1.49260, -1.21526)
H (1.68018, 0.14930, -0.48507)
H (2.61024, -3.46431, -0.01772)
H (4.35749, -4.19880, 1.57420)
H (5.45647, -2.56712, 3.03940)
H (4.79939, -0.25235, 3.04784)
H (3.09210, 0.64811, 1.38433)